Density functional theory data (wB97M-V/def2-TZVPD) for a structure of composition C51H48AlN8O2PTe at a distorted geometry.

Geometry as XYZ:
```
112
Properties=species:S:1:pos:R:3:forces:R:3:lowdin_charge:R:1
Al 0.810085 0.147602 0.492639 1.5 -0.6 -1.7 0.073
C -2.466866 3.264383 3.223893 1.1 -0.6 0.0 0.021
N -1.115424 2.786529 2.723161 0.2 0.0 0.7 -0.027
C -0.971567 1.735607 1.885376 0.7 0.9 0.0 -0.359
N 0.352860 1.482124 1.699085 -1.2 1.6 1.4 0.084
C 1.077602 2.395056 2.487558 0.3 0.5 -0.8 -0.071
C 0.165309 3.205373 3.154098 0.6 -0.5 0.4 -0.052
C 0.448690 4.193279 4.264469 -2.2 0.4 -1.4 -0.150
C -0.286511 5.419524 4.249513 0.4 -1.3 -1.0 -0.070
C -0.140708 6.304463 5.260986 0.6 -0.1 2.6 -0.056
C 0.646222 5.930427 6.420391 0.6 0.6 -2.0 -0.015
C 1.467555 4.786201 6.368598 -1.7 1.3 -0.6 -0.043
C 1.278468 3.903167 5.317193 0.9 -0.4 -0.4 -0.042
C 2.607946 2.558443 2.263218 -1.7 0.3 0.1 -0.177
C 3.068648 3.226610 1.132576 1.2 0.1 -0.9 -0.018
C 4.459513 3.290993 0.793183 -1.3 -0.8 1.4 -0.023
C 5.373354 2.668077 1.650024 -0.9 -0.2 0.0 -0.033
C 4.883642 1.979891 2.776830 1.0 0.3 0.2 -0.066
C 3.550542 1.994045 3.110370 -0.1 -0.6 1.4 -0.114
P -2.383797 0.892426 0.968365 1.2 0.6 0.4 1.212
C -1.698759 -0.748931 1.446979 0.8 -1.5 -1.5 -0.353
N -0.435700 -1.159878 1.098460 -2.1 -1.0 1.3 0.112
C -0.335017 -2.562640 1.410857 -0.2 2.6 -1.0 -0.056
C -1.589226 -2.935219 1.863094 0.2 0.3 0.0 -0.092
N -2.435725 -1.825435 1.848801 2.1 0.4 0.0 -0.029
C -3.736368 -1.788288 2.460737 -1.5 0.5 0.7 -0.016
C -2.095758 -4.240482 2.238646 -0.1 -1.4 -0.3 -0.157
C -1.306959 -5.089409 3.061197 -0.8 1.0 -0.7 -0.023
C -1.622642 -6.408771 3.226452 -1.3 0.1 -0.2 -0.040
C -2.778921 -6.907737 2.586573 1.1 -0.9 0.8 -0.059
C -3.584811 -6.096183 1.849451 -1.3 0.5 -1.2 -0.073
C -3.255147 -4.756878 1.625352 0.7 -0.3 0.8 -0.016
C 0.926627 -3.263591 1.012751 -0.6 -0.2 -1.0 -0.187
C 1.697494 -3.930272 1.959204 -0.4 -0.7 0.2 -0.069
C 2.548536 -4.956551 1.556860 0.3 0.7 -0.9 -0.040
C 2.799155 -5.123777 0.178142 0.8 -0.6 1.0 -0.051
C 2.226600 -4.291383 -0.759478 0.5 0.4 0.1 -0.064
C 1.252015 -3.389542 -0.374016 -1.2 0.1 0.7 -0.011
C -1.600647 1.195024 -0.671164 0.9 -0.4 -2.5 -0.350
N -0.252165 1.036321 -0.932234 -2.5 1.5 -1.3 0.123
C -0.071845 1.435874 -2.289042 -0.7 -0.9 0.9 -0.080
C -1.316520 1.649155 -2.896374 0.7 0.5 1.9 -0.055
N -2.259064 1.533180 -1.866944 0.5 -0.4 1.2 -0.019
C -3.710960 1.824749 -1.945782 0.4 -0.2 -0.5 0.001
C -1.542094 2.013867 -4.302861 -1.4 -0.1 -0.2 -0.174
C -0.709284 2.843654 -5.052498 1.5 0.7 1.7 -0.049
C -0.764966 2.895463 -6.421227 -1.0 0.6 0.0 -0.043
C -1.912488 2.411165 -7.050636 1.3 0.3 -0.4 -0.060
C -2.846420 1.741591 -6.322040 -1.0 -0.9 -0.4 -0.073
C -2.630688 1.479706 -4.979459 -1.0 -0.6 0.2 -0.049
C 1.234651 1.544969 -2.939195 1.3 0.2 -0.8 -0.162
C 2.305196 2.241739 -2.325957 -0.6 -0.8 0.2 -0.032
C 3.576120 2.164178 -2.853979 -0.3 -0.7 -1.9 -0.068
C 3.831466 1.480126 -4.059955 -1.6 -0.1 0.6 -0.027
C 2.737748 0.935212 -4.772979 1.5 0.6 1.7 -0.043
C 1.474810 0.974697 -4.231699 -0.3 0.6 1.3 -0.018
H -2.966509 2.332447 3.590255 -0.1 1.1 -0.5 0.099
H -2.293493 3.928622 4.090385 -0.1 -0.4 -0.6 0.090
H -2.952626 3.804912 2.378808 0.0 -0.6 0.9 0.110
H -0.960806 5.639196 3.417738 0.4 0.0 0.1 0.117
H -0.640668 7.273509 5.239418 0.1 -0.3 0.1 0.117
H 0.746074 6.713270 7.157815 0.1 -0.3 0.4 0.105
H 2.257748 4.570843 7.042196 0.2 0.0 0.9 0.104
H 1.890587 3.010212 5.287001 -0.1 -0.1 0.0 0.103
H 2.418937 3.734814 0.422505 -0.3 -0.2 0.4 0.109
H 4.713041 3.783694 -0.133160 0.3 0.1 0.1 0.105
H 6.431796 2.707123 1.481075 0.3 -0.1 -0.2 0.110
H 5.544776 1.445549 3.480342 -0.1 0.6 -0.6 0.125
H 3.314038 1.569859 4.118468 -0.2 0.2 -1.1 0.134
H -3.808448 -2.296954 3.423032 0.7 -0.2 -0.1 0.118
H -4.027044 -0.760243 2.687640 0.2 0.0 -0.3 0.080
H -4.529814 -2.233265 1.865987 0.2 0.1 -0.4 0.097
H -0.479772 -4.651636 3.575063 0.5 0.1 0.2 0.097
H -1.057457 -6.975273 3.935571 0.2 -0.6 0.0 0.110
H -3.035610 -7.962455 2.664515 0.1 0.2 0.2 0.119
H -4.507983 -6.505353 1.381138 0.9 0.3 0.4 0.130
H -3.891162 -4.167505 0.985205 0.1 0.2 -0.1 0.108
H 1.523581 -3.736128 3.016017 0.0 -0.2 -0.1 0.114
H 3.072182 -5.532066 2.300905 0.1 -0.2 0.0 0.110
H 3.522367 -5.876111 -0.174150 -0.4 0.4 0.4 0.124
H 2.662727 -4.307149 -1.750313 -0.6 -0.1 -0.2 0.123
H 0.643255 -2.885843 -1.143470 0.5 0.0 0.5 0.132
H -4.327380 1.001619 -1.597711 0.2 -0.3 -0.1 0.096
H -3.962388 2.692300 -1.380532 0.1 0.7 0.7 0.085
H -3.985067 2.084677 -2.963081 0.2 -0.2 0.0 0.082
H 0.009352 3.479349 -4.482096 -0.2 -0.9 -0.8 0.145
H -0.006146 3.421377 -6.969093 0.1 0.3 -0.1 0.115
H -2.035505 2.569316 -8.104301 -0.1 -0.1 -0.3 0.114
H -3.706724 1.311818 -6.860439 0.3 0.3 0.6 0.125
H -3.396822 0.867291 -4.482725 0.6 0.1 -0.1 0.111
H 2.239537 2.778301 -1.370058 -0.5 -0.4 -0.5 0.089
H 4.339959 2.678361 -2.352783 1.1 0.4 0.6 0.081
H 4.820528 1.292985 -4.431756 0.3 0.3 0.0 0.108
H 2.987903 0.397021 -5.650867 -0.3 -0.3 -0.9 0.102
H 0.663225 0.624245 -4.834011 -0.4 -0.6 0.1 0.110
N 2.445364 -0.435273 1.595425 0.8 0.1 1.7 0.095
N 3.525172 -0.642653 0.703856 0.4 0.2 -0.6 0.084
C 3.182422 -0.663003 -0.665417 0.4 0.9 -1.9 -0.571
O 3.981506 -0.793541 -1.593207 -1.4 -0.3 2.5 0.098
O 1.905719 -0.352758 -0.820240 0.1 -0.1 0.0 -0.002
H 2.786661 0.202567 2.385734 -0.5 -0.8 -1.6 0.115
H 2.261413 -1.321029 2.061286 -0.4 -0.3 0.0 0.109
H 4.195083 -1.341780 0.962837 0.3 -0.1 0.3 0.151
C -4.074902 -2.948240 -5.174508 0.5 -0.2 1.2 -0.454
Te -1.968306 -3.068640 -4.639945 0.1 0.1 0.1 0.996
C -1.764278 -5.172118 -4.154523 -1.1 0.0 -1.3 -0.463
H -4.290297 -1.959426 -5.531122 0.2 0.6 -0.1 -0.027
H -4.661060 -3.111527 -4.269918 0.0 -0.2 -0.2 -0.007
H -4.322372 -3.629761 -5.952910 -0.1 -0.7 -0.5 -0.011
H -2.785208 -5.507163 -4.009099 -0.1 -0.1 0.5 -0.010
H -1.134949 -5.453159 -3.335470 0.3 0.4 0.6 -0.018
H -1.455918 -5.715169 -5.040851 0.3 0.2 -0.1 -0.008
```
Positions in Å, forces in eV/Å.

Calculated values
E_LUMO: -5.5 eV
Net charge: +2
2S+1: 1
Highest occupied orbital energy: -11.31 eV
Orbital gap: 5.84 eV
Energy relative to the best compared isomer or geometry (same formula, charge and spin): 0.6959 eV